Entry 1:
Here is one molecule with the formula C3H7OP from the OMol25 dataset. Energies are from the ωB97M-V functional and the def2-TZVPD basis.

CARTESIAN COORDINATES (ANGSTROEM)
C -1.048 -0.971 -0.591
C -0.464 -0.943 0.874
C 0.725 1.504 -0.191
O 2.118 -0.993 -0.404
P 0.897 -0.297 -0.072
H -0.905 -1.807 -1.219
H -1.941 -0.419 -0.857
H -0.947 0.063 1.271
H -0.453 -1.747 1.545
H 0.493 1.778 -1.230
H -0.023 1.736 0.573
H 1.548 2.094 0.300

Summary:
2S+1 = 3
Kohn-Sham gap (spin up / spin down) = 0.19274 / 0.32281 Eh
E_tot = -14554.998 eV
⟨S²⟩ = 2.01

---

Entry 2:
Here is C42H52GeLaN6O8Se2 as an isolated structure from the OMol25 dataset. Energies are from the ωB97M-V functional and the def2-TZVPD basis.

CARTESIAN COORDINATES (ANGSTROEM)
La 1.419 -0.973 -0.745
C -0.474 -0.836 2.998
C -0.441 -2.067 2.172
N 0.311 -2.262 1.102
C 0.115 -3.596 0.695
C -0.835 -4.132 1.521
N -1.161 -3.171 2.439
C -1.423 -5.487 1.630
O -1.094 -6.387 0.709
O -2.208 -5.726 2.537
C 0.808 -4.176 -0.496
O 0.387 -5.229 -1.003
O 1.809 -3.495 -0.977
H -0.503 0.049 2.331
H 0.421 -0.768 3.626
H -1.381 -0.797 3.620
H -1.735 -3.349 3.249
H -0.491 -6.016 -0.048
C 3.627 -2.736 -3.761
Se 1.795 -2.039 -3.687
C 1.953 -0.351 -4.645
C 3.163 0.509 -4.376
Se 3.553 0.922 -2.464
C 5.528 0.888 -2.435
H 3.914 -2.815 -4.810
H 3.588 -3.730 -3.293
H 4.331 -2.092 -3.226
H 1.036 0.161 -4.327
H 1.859 -0.619 -5.705
H 3.092 1.516 -4.785
H 4.076 0.028 -4.720
H 5.882 1.607 -3.181
H 5.899 -0.124 -2.595
H 5.765 1.278 -1.438
O 0.594 1.166 -2.169
C 0.383 1.666 -1.027
O 0.036 0.918 -0.049
C 0.665 3.205 -0.807
C 0.566 3.559 0.674
Ge -1.316 3.428 1.286
C -2.234 4.711 0.159
C -3.571 4.454 -0.274
C -4.294 5.428 -0.949
C -3.671 6.627 -1.343
C -2.345 6.879 -0.932
C -1.643 5.939 -0.181
C -2.463 1.879 1.455
C -3.020 1.590 2.714
C -3.878 0.494 2.881
C -4.192 -0.315 1.795
C -3.709 -0.006 0.523
C -2.853 1.085 0.351
C -1.100 4.216 3.045
C -1.706 5.463 3.397
C -1.548 5.978 4.671
C -0.829 5.298 5.664
C -0.231 4.074 5.331
C -0.354 3.543 4.034
H 0.000 3.788 -1.449
H 1.683 3.400 -1.144
H 0.849 4.611 0.847
H 1.181 2.928 1.313
H -4.021 3.485 -0.035
H -5.342 5.237 -1.225
H -4.224 7.372 -1.922
H -1.836 7.819 -1.195
H -0.613 6.176 0.127
H -2.791 2.235 3.580
H -4.292 0.284 3.878
H -4.818 -1.204 1.942
H -4.039 -0.563 -0.367
H -2.477 1.300 -0.646
H -2.262 6.027 2.647
H -2.001 6.953 4.887
H -0.720 5.725 6.677
H 0.320 3.500 6.082
H 0.119 2.577 3.847
C 5.003 1.518 2.354
N 4.780 0.137 1.956
C 5.642 -0.850 2.376
C 5.477 -2.121 1.967
C 4.379 -2.397 1.075
N 3.595 -1.415 0.641
C 3.744 -0.152 1.095
O 2.952 0.730 0.720
N 4.164 -3.643 0.657
H 5.074 1.608 3.423
H 4.209 2.168 1.989
H 5.949 1.855 1.920
H 6.436 -0.539 3.080
H 6.157 -2.946 2.256
H 4.770 -4.405 0.963
H 3.398 -3.812 -0.001
O -0.719 -1.621 -1.894
C -1.700 -2.333 -2.228
C -1.896 -2.833 -3.653
C -1.742 -4.331 -3.836
C -2.979 -5.164 -3.445
C -3.440 -5.011 -1.982
C -3.766 -3.576 -1.543
N -2.658 -2.674 -1.343
H -1.112 -2.313 -4.212
H -2.861 -2.480 -4.011
H -0.867 -4.702 -3.280
H -1.566 -4.513 -4.894
H -2.770 -6.214 -3.621
H -3.796 -4.910 -4.111
H -2.703 -5.441 -1.302
H -4.374 -5.566 -1.820
H -4.334 -3.627 -0.600
H -4.454 -3.126 -2.276
H -2.580 -2.211 -0.427

Summary:
charge = +1
Kohn-Sham gap = 0.29142 Eh
E_tot = -257791.307 eV

---

Entry 3:
Here is C60H52N5OP2SV as an isolated structure from the OMol25 dataset. Energies are from the ωB97M-V functional and the def2-TZVPD basis.

CARTESIAN COORDINATES (ANGSTROEM)
V 0.353 -0.024 -0.152
N -2.976 3.646 -0.444
C -1.726 3.185 -0.565
S -0.427 4.087 -0.033
N -1.606 1.969 -1.133
N -0.311 1.572 -1.210
C 0.411 1.935 -2.279
C 0.117 3.046 -3.162
C 1.151 3.931 -3.467
C 0.886 5.032 -4.281
C -0.390 5.280 -4.749
C -1.371 4.263 -4.569
C -1.146 3.174 -3.761
C 1.601 1.166 -2.477
C 2.538 1.399 -3.479
C 3.789 0.794 -3.444
C 4.047 -0.078 -2.403
C 3.093 -0.244 -1.396
N 1.866 0.271 -1.465
H -3.167 4.414 0.178
H -3.698 3.162 -0.917
H 2.138 3.812 -3.090
H 1.742 5.697 -4.520
H -0.642 6.092 -5.436
H -2.296 4.396 -5.060
H -1.880 2.426 -3.550
H 2.238 2.022 -4.331
H 4.564 1.068 -4.169
H 4.988 -0.619 -2.329
H 3.301 -0.884 -0.516
C -2.136 -2.404 -1.137
N -2.112 -3.171 0.096
C -1.037 -3.107 1.065
P -0.642 -1.312 1.617
C -2.223 -0.596 2.027
C -2.330 0.825 2.145
C -3.592 1.403 2.418
C -4.676 0.586 2.738
C -4.490 -0.778 2.786
C -3.227 -1.348 2.610
C 0.282 -1.772 3.158
C -0.212 -1.432 4.393
C 0.372 -2.010 5.534
C 1.489 -2.820 5.496
C 2.022 -3.071 4.246
C 1.434 -2.615 3.047
C -3.130 -4.090 0.284
C -4.188 -4.230 -0.642
C -5.190 -5.159 -0.476
C -5.222 -5.971 0.676
C -4.175 -5.853 1.598
C -3.143 -4.948 1.467
P -0.487 -1.737 -1.678
C 0.623 -3.160 -1.936
C 1.787 -3.251 -1.126
C 2.884 -4.035 -1.569
C 2.764 -4.858 -2.685
C 1.573 -4.849 -3.404
C 0.521 -3.994 -3.024
C -0.932 -1.136 -3.324
C 0.028 -1.188 -4.383
C -0.373 -0.956 -5.680
C -1.717 -0.818 -5.995
C -2.653 -0.759 -4.958
C -2.270 -0.818 -3.620
H -2.884 -1.639 -1.042
H -2.442 -3.124 -1.957
H -0.134 -3.662 0.759
H -1.371 -3.587 1.979
H -1.444 1.434 1.986
H -3.709 2.493 2.301
H -5.658 1.043 3.025
H -5.320 -1.468 2.979
H -3.047 -2.402 2.825
H -1.095 -0.765 4.495
H -0.159 -1.775 6.451
H 1.939 -3.236 6.394
H 2.952 -3.631 4.176
H 1.893 -2.901 2.110
H -4.200 -3.534 -1.488
H -5.972 -5.261 -1.234
H -6.038 -6.666 0.787
H -4.127 -6.553 2.415
H -2.354 -4.930 2.218
H 1.881 -2.662 -0.227
H 3.833 -4.011 -0.945
H 3.640 -5.415 -3.047
H 1.467 -5.435 -4.299
H -0.341 -4.025 -3.675
H 1.054 -1.480 -4.228
H 0.338 -0.826 -6.499
H -2.054 -0.799 -7.005
H -3.705 -0.682 -5.214
H -2.961 -0.649 -2.804
O -3.975 0.420 -0.907
H -3.092 0.881 -0.891
H -4.309 0.344 0.025
C 1.287 0.671 1.291
C 1.938 1.498 1.960
C 2.623 2.434 2.652
C 4.072 2.495 2.531
C 4.709 1.880 1.445
C 6.041 2.056 1.201
C 6.806 2.838 2.089
C 6.240 3.335 3.275
C 4.883 3.146 3.491
C 1.873 3.452 3.391
C 0.618 3.111 3.949
C -0.184 4.077 4.596
C 0.213 5.421 4.624
C 1.465 5.722 4.106
C 2.302 4.798 3.490
H 4.076 1.287 0.812
H 6.619 1.568 0.391
H 7.894 2.969 1.955
H 6.850 3.835 4.050
H 4.390 3.482 4.404
H 0.330 2.068 3.837
H -1.102 3.710 5.104
H -0.415 6.198 5.122
H 1.788 6.765 4.090
H 3.268 5.130 3.128

Summary:
2S+1 = 4
charge = -1
Kohn-Sham gap (spin up / spin down) = 0.15730 / 0.16743 Eh
E_tot = -127659.513 eV
⟨S²⟩ = 3.79

---

How do the records compare in M? In the order shown, they have 90.1 1138.3 1004.1 g mol⁻¹.
How do the records compare in energy relative to the best compared isomer or geometry (same formula, charge and spin)? In the order shown, they have 59.7 0.0 19.4 kcal/mol.
How do the records compare in maximum force? In the order shown, they have 5.629 1.805 3.285 eV/Å.